# 1
ORCA calculation (the ωB97M-V functional and the def2-TZVPD basis) on a structure of composition C18H39F6O2SbSe2SiV.

Properties
total charge = -2
frontier orbital gap (alpha / beta) = 5.434 / 5.970 eV
spin multiplicity = 4
relative energy (zero: lowest compared OMol25 entry of this formula, charge and spin) = 198.5 kJ/mol

```
70
C18H39F6O2SbSe2SiV the ωB97M-V functional and the def2-TZVPD basis
V -0.440 -0.411 0.358
O 6.087 4.429 0.570
C 4.996 4.345 -0.362
C 4.162 3.083 -0.107
C 5.111 1.866 -0.199
O 4.522 0.655 -0.617
C 3.546 3.222 1.299
Se 2.447 1.712 1.871
C 3.083 3.039 -1.151
Se 1.100 1.624 -0.060
H 6.533 5.266 0.426
H 5.382 4.311 -1.388
H 4.349 5.225 -0.262
H 5.626 1.748 0.763
H 5.876 2.083 -0.952
H 3.756 0.472 -0.051
H 2.939 4.129 1.351
H 4.338 3.290 2.048
H 3.289 2.483 -2.058
H 2.552 3.976 -1.306
F 1.517 -1.669 0.081
Sb -0.026 -0.846 3.291
F -1.541 -2.128 3.121
F 0.928 -2.521 3.609
F -1.150 -0.174 4.727
F 1.392 -0.174 4.510
F -2.013 0.190 1.044
C 1.291 -0.391 -3.239
C -0.098 -1.010 -3.465
C -0.527 -0.711 -4.908
C 0.106 -2.528 -3.376
Si -1.311 -0.353 -2.053
C -1.900 1.448 -2.639
C -2.935 1.484 -3.773
C -0.717 2.311 -3.104
C -2.504 2.192 -1.436
C -2.919 -1.514 -2.078
C -4.075 -0.849 -1.312
C -3.446 -1.925 -3.459
C -2.625 -2.809 -1.304
H 1.979 -0.739 -4.024
H 1.706 -0.684 -2.273
H 1.286 0.699 -3.262
H 0.188 -1.176 -5.604
H -0.538 0.357 -5.130
H -1.516 -1.109 -5.142
H 0.903 -2.823 -4.073
H -0.788 -3.093 -3.647
H 0.419 -2.839 -2.380
H -2.579 0.996 -4.684
H -3.156 2.531 -4.027
H -3.879 1.018 -3.493
H -0.267 1.957 -4.032
H 0.072 2.381 -2.354
H -1.077 3.335 -3.285
H -3.399 1.712 -1.043
H -2.776 3.213 -1.745
H -1.797 2.269 -0.610
H -4.501 0.000 -1.846
H -3.760 -0.510 -0.325
H -4.882 -1.584 -1.178
H -3.679 -1.071 -4.097
H -4.371 -2.508 -3.337
H -2.738 -2.559 -3.998
H -2.362 -2.610 -0.263
H -1.818 -3.396 -1.746
H -3.528 -3.437 -1.298
C 0.248 -2.346 0.336
H 0.364 -2.872 1.284
H 0.120 -3.077 -0.461
```

---

# 2
ORCA calculation (the ωB97M-V functional and the def2-TZVPD basis) on an isolated molecule of C3H2N2O2.

Properties
frontier orbital gap (alpha / beta) = 7.758 / 7.506 eV
relative energy (zero: lowest compared OMol25 entry of this formula, charge and spin) = 485.3 kJ/mol

```
9
C3H2N2O2 the ωB97M-V functional and the def2-TZVPD basis
C 0.972 -0.625 0.779
C 2.059 -1.220 1.150
C -1.564 1.093 1.572
N -0.273 -0.662 1.324
N -1.098 0.123 0.758
O 3.092 -1.734 1.259
O -2.126 1.235 2.582
H 0.873 -0.192 -0.261
H -0.798 0.557 -0.103
```

---

# 3
ORCA calculation (the ωB97M-V functional and the def2-TZVPD basis) on an isolated molecule of C6H8N3OP.

Properties
frontier orbital gap = 8.480 eV
SMILES = N#CP(C#N)N1CCOCC1
relative energy (zero: lowest compared OMol25 entry of this formula, charge and spin) = 299.5 kJ/mol

```
19
C6H8N3OP the ωB97M-V functional and the def2-TZVPD basis
N -3.374 2.175 0.593
C -2.837 1.346 0.023
P -2.254 -0.043 -0.884
C -2.845 -1.284 0.251
N -3.328 -2.126 0.844
N -0.354 -0.079 -0.004
C 0.300 1.200 -0.336
C 1.705 1.179 0.368
O 2.515 0.072 -0.025
C 1.823 -1.156 0.212
C 0.400 -1.178 -0.532
H -0.131 1.919 0.199
H 0.429 1.490 -1.403
H 2.176 2.106 0.116
H 1.649 1.053 1.424
H 1.456 -1.130 1.264
H 2.260 -2.039 -0.113
H 0.560 -1.390 -1.648
H -0.151 -2.113 -0.347
```

---

# 4
ORCA calculation (the ωB97M-V functional and the def2-TZVPD basis) on an isolated molecule of C4H8.

Properties
frontier orbital gap = 9.965 eV
SMILES = C/C=C/C
relative energy (zero: lowest compared OMol25 entry of this formula, charge and spin) = 85.6 kJ/mol

```
12
C4H8 the ωB97M-V functional and the def2-TZVPD basis
C -0.604 1.505 1.120
C -0.335 0.480 0.091
C 0.531 -0.598 0.042
C 0.605 -1.452 -1.133
H -0.189 2.467 0.800
H -1.732 1.650 1.109
H -0.294 1.182 2.140
H -0.994 0.567 -0.749
H 1.358 -0.697 0.878
H 0.331 -1.014 -2.162
H 1.612 -1.921 -1.091
H -0.288 -2.172 -1.045
```

---

# 5
ORCA calculation (the ωB97M-V functional and the def2-TZVPD basis) on a structure of composition CClNO5.

Properties
frontier orbital gap (alpha / beta) = 8.643 / 8.780 eV
relative energy (zero: lowest compared OMol25 entry of this formula, charge and spin) = 272.0 kJ/mol

```
8
CClNO5 the ωB97M-V functional and the def2-TZVPD basis
C -1.438 0.080 -0.546
N 1.555 -0.344 0.772
O 1.499 -1.290 0.101
O -1.754 -0.728 0.218
O 2.128 -0.032 1.755
O -0.446 0.846 -0.759
O 0.838 0.847 0.436
Cl -2.383 0.621 -1.977
```

---

# 6
ORCA calculation (the ωB97M-V functional and the def2-TZVPD basis) on a structure of composition C43H96Ba2F6N6O14S2.

Properties
total charge = +2
frontier orbital gap = 5.806 eV

```
169
C43H96Ba2F6N6O14S2 the ωB97M-V functional and the def2-TZVPD basis
Ba 4.118 -3.872 -0.259
Ba -2.065 -4.308 0.710
C 0.417 -6.828 -2.501
F 1.500 -7.447 -2.950
F -0.600 -6.860 -3.319
F 0.097 -7.455 -1.354
S 0.855 -5.052 -2.084
O 2.107 -5.177 -1.276
O 0.972 -4.323 -3.317
O -0.231 -4.529 -1.236
C 0.787 0.081 0.645
F 2.006 0.442 1.032
F -0.127 0.229 1.570
F 0.517 0.845 -0.420
S 0.785 -1.722 0.061
O 0.540 -1.611 -1.373
O 2.124 -2.256 0.316
O -0.293 -2.379 0.773
C 5.288 -1.299 -3.517
C 4.276 -2.455 -3.632
C 5.040 -3.774 -3.770
O 4.163 -4.826 -3.478
C 4.676 -6.139 -3.570
N 3.291 -2.411 -2.527
H 4.763 -0.352 -3.421
H 5.899 -1.310 -4.419
H 5.974 -1.445 -2.680
H 3.716 -2.357 -4.567
H 5.868 -3.765 -3.031
H 5.565 -3.805 -4.729
H 3.835 -6.826 -3.581
H 5.398 -6.482 -2.817
H 5.222 -6.253 -4.512
H 2.428 -2.833 -2.870
H 3.007 -1.460 -2.306
C 3.923 1.542 4.431
C 4.912 1.419 3.302
C 6.319 1.395 3.853
O 6.637 2.549 4.635
C 7.709 2.402 5.517
N 4.781 0.100 2.638
H 3.968 0.618 5.016
H 2.865 1.616 4.159
H 4.103 2.416 5.056
H 4.784 2.218 2.568
H 7.048 1.316 3.035
H 6.538 0.576 4.545
H 7.602 3.165 6.288
H 8.667 2.607 5.022
H 7.820 1.432 6.015
H 5.620 -0.134 2.123
H 3.977 0.084 2.026
C -3.248 -0.106 -2.021
C -2.990 -1.193 -0.977
C -4.320 -1.574 -0.402
O -4.090 -2.517 0.647
C -5.288 -3.063 1.232
N -2.270 -2.312 -1.607
H -4.162 -0.184 -2.620
H -2.457 -0.061 -2.768
H -3.280 0.904 -1.602
H -2.318 -0.636 -0.324
H -4.949 -2.051 -1.162
H -4.870 -0.709 -0.020
H -5.989 -2.229 1.243
H -4.991 -3.263 2.265
H -5.636 -3.982 0.757
H -1.320 -2.049 -1.844
H -2.660 -2.651 -2.482
C 3.781 3.557 -1.539
C 4.339 2.165 -1.800
O 5.709 1.951 -1.539
O 4.555 4.206 -0.506
H 2.720 3.572 -1.325
H 4.087 4.134 -2.417
H 4.255 1.895 -2.854
H 3.671 1.467 -1.270
H 5.910 2.319 -0.667
H 5.255 4.729 -0.901
C -3.210 0.150 5.897
C -3.069 -1.382 6.047
C -3.081 -1.977 4.592
C -1.737 -2.225 3.930
C -0.759 -2.866 4.871
C -0.576 -2.108 6.184
N -1.879 -1.808 6.771
O -1.774 -1.162 8.023
C 0.227 -3.046 7.115
C 0.261 -0.855 5.963
C -4.369 -1.938 6.677
H -4.147 0.518 5.479
H -2.328 0.703 5.573
H -3.323 0.532 6.923
H -3.681 -2.892 4.524
H -3.630 -1.239 4.003
H -1.357 -1.241 3.626
H -1.869 -2.801 3.007
H 0.221 -3.086 4.435
H -1.137 -3.894 4.994
H 0.737 -2.506 7.910
H -0.405 -3.820 7.559
H 0.986 -3.622 6.579
H -0.426 -0.053 5.692
H 0.889 -0.557 6.798
H 0.962 -1.032 5.140
H -4.419 -1.660 7.726
H -4.171 -3.018 6.651
H -5.244 -1.855 6.040
H -1.979 -1.886 8.627
C -1.109 3.604 -5.518
C -1.285 2.085 -5.614
C -1.214 1.649 -7.094
C 0.221 1.568 -7.595
C 0.953 0.495 -6.765
C 1.013 0.882 -5.271
N -0.327 1.325 -4.810
O -0.345 1.727 -3.457
C 1.423 -0.376 -4.502
C 1.979 2.065 -5.041
C -2.707 1.750 -5.067
H -1.721 4.147 -6.235
H -0.080 3.956 -5.444
H -1.486 3.918 -4.534
H -1.692 0.666 -7.134
H -1.777 2.379 -7.675
H 0.645 2.554 -7.391
H 0.213 1.363 -8.664
H 1.990 0.693 -7.056
H 0.498 -0.442 -7.073
H 1.194 -0.317 -3.435
H 0.929 -1.284 -4.853
H 2.497 -0.524 -4.630
H 2.984 1.634 -4.980
H 1.965 2.801 -5.841
H 1.697 2.546 -4.107
H -2.917 0.701 -5.286
H -3.476 2.436 -5.414
H -2.668 1.792 -3.980
H -0.391 0.904 -2.958
C -3.299 1.050 2.184
C -3.384 2.497 1.662
C -2.002 2.750 1.015
C -1.935 4.071 0.246
C -2.926 3.846 -0.866
C -4.373 3.737 -0.368
N -4.430 2.694 0.683
O -5.719 2.397 1.146
C -4.854 5.080 0.222
C -5.208 3.333 -1.557
C -3.467 3.387 2.936
H -4.329 0.783 2.460
H -2.812 0.872 3.146
H -2.892 0.305 1.498
H -1.234 2.808 1.790
H -1.786 1.929 0.334
H -0.946 4.240 -0.186
H -2.151 4.893 0.927
H -2.713 2.927 -1.430
H -2.791 4.497 -1.740
H -5.065 5.778 -0.593
H -5.819 4.946 0.713
H -4.119 5.576 0.849
H -5.075 2.271 -1.779
H -6.285 3.441 -1.395
H -5.037 3.876 -2.487
H -4.019 4.314 2.724
H -2.545 3.812 3.331
H -4.101 2.972 3.723
H -6.034 3.224 1.553
```

---

# 7
ORCA calculation (the ωB97M-V functional and the def2-TZVPD basis) on a structure of composition C49H44ClN5P2TeW.

Properties
total charge = +2
frontier orbital gap (alpha / beta) = 6.935 / 6.304 eV
spin multiplicity = 3
relative energy (zero: lowest compared OMol25 entry of this formula, charge and spin) = 0.0 kJ/mol

```
103
C49H44ClN5P2TeW the ωB97M-V functional and the def2-TZVPD basis
W 1.057 -0.298 0.695
C 4.168 -0.202 1.550
C 4.591 -0.667 0.169
C 3.948 0.131 -0.932
C 4.738 0.526 -1.998
C 4.248 1.404 -2.950
C 2.968 1.893 -2.781
C 2.223 1.436 -1.714
N 2.663 0.542 -0.809
N 2.857 -0.742 1.987
C 2.955 -2.223 2.140
C 2.580 -2.934 0.884
C 3.088 -4.185 0.577
C 2.736 -4.786 -0.619
C 1.886 -4.107 -1.479
C 1.398 -2.876 -1.099
N 1.722 -2.292 0.070
C 2.518 -0.161 3.325
C 1.189 -0.727 3.701
C 1.065 -1.324 4.905
C -0.020 -2.100 5.480
C -1.180 -2.418 4.902
C -1.629 -2.001 3.541
N 0.290 -0.630 2.636
H 4.103 0.887 1.566
H 4.910 -0.502 2.294
H 4.457 -1.741 0.034
H 5.666 -0.507 0.091
H 5.755 0.160 -2.057
H 4.864 1.717 -3.783
H 2.530 2.608 -3.464
H 1.223 1.798 -1.565
H 2.275 -2.528 2.937
H 3.965 -2.498 2.453
H 3.768 -4.664 1.269
H 3.129 -5.759 -0.881
H 1.586 -4.521 -2.431
H 0.709 -2.338 -1.734
H 2.470 0.922 3.211
H 3.303 -0.412 4.041
H 1.936 -1.228 5.543
H 0.164 -2.467 6.483
H -1.881 -3.019 5.470
H -2.721 -1.996 3.520
Te -0.371 -0.130 -2.777
C -2.117 0.360 -3.849
C -3.408 -0.077 -3.582
C -4.414 0.245 -4.479
N -4.212 0.922 -5.607
C -2.970 1.307 -5.870
C -1.893 1.065 -5.023
C -0.657 0.479 -0.724
P -1.233 -0.836 0.296
C -2.061 -2.318 -0.281
C -3.352 -2.192 -0.796
C -4.079 -3.319 -1.134
C -3.533 -4.581 -0.932
C -2.272 -4.713 -0.370
C -1.538 -3.584 -0.036
C -1.973 -0.305 1.816
C -1.137 -0.610 3.034
C -1.442 0.441 4.125
C -2.906 0.730 4.254
C -3.724 0.643 3.205
C -3.187 0.248 1.911
P -1.322 2.179 -0.312
C -1.681 2.960 -1.917
C -3.033 3.134 -2.209
C -3.435 3.756 -3.384
C -2.484 4.242 -4.265
C -1.130 4.089 -3.981
C -0.734 3.443 -2.824
C 0.184 3.068 0.230
C 1.109 2.469 1.082
C 2.219 3.139 1.574
C 2.425 4.463 1.219
C 1.494 5.100 0.412
C 0.386 4.416 -0.067
H -3.643 -0.667 -2.710
H -5.434 -0.072 -4.285
H -2.816 1.852 -6.796
H -0.912 1.443 -5.282
H -3.798 -1.212 -0.911
H -5.076 -3.217 -1.542
H -4.104 -5.462 -1.193
H -1.863 -5.697 -0.181
H -0.572 -3.698 0.438
H -1.324 -2.736 2.789
H -1.038 0.116 5.076
H -3.258 1.096 5.211
H -4.768 0.911 3.287
H -3.787 0.429 1.027
H -3.782 2.792 -1.503
H -4.489 3.876 -3.599
H -2.794 4.750 -5.169
H -0.387 4.478 -4.667
H 0.324 3.346 -2.614
H 0.885 1.494 1.574
H 2.903 2.659 2.261
H 3.284 5.002 1.597
H 1.624 6.144 0.157
H -0.331 4.946 -0.681
Cl -0.632 2.024 3.803
```

---

# 8
ORCA calculation (the ωB97M-V functional and the def2-TZVPD basis) on a cluster of 2 separate species, O5S2 in total.

Properties
frontier orbital gap = 10.590 eV
relative energy (zero: lowest compared OMol25 entry of this formula, charge and spin) = 25.7 kJ/mol

```
7
O5S2 the ωB97M-V functional and the def2-TZVPD basis
O -2.311 1.583 -2.760
O -1.774 0.275 -0.659
O 1.547 -0.461 2.736
O 2.187 0.460 0.486
O 1.287 -1.757 0.763
S -2.579 0.447 -1.887
S 1.642 -0.548 1.322
```

---

Results for electronic energy: -7735.65989, -375.32668, -814.17302, -157.15136, -928.98722, -4523.91684, -3644.87129, -1172.52103 (in hartree, following the order of the records).